(1)
Computed, not measured: a 2-piece molecular cluster, C3H8F3NSi overall, with ωB97M-V with the def2-TZVPD basis set.

XYZ file:
```
16
Properties=species:S:1:pos:R:3
C 1.10 1.43 -0.13
Si 0.35 -0.15 -0.43
C -1.53 -0.40 -0.39
N 0.90 -1.81 -0.39
H 2.05 1.48 0.34
H 1.21 2.12 -0.86
H -1.86 -0.58 0.57
H -2.18 0.46 -0.67
H -1.96 -1.33 -0.99
H 1.86 -1.98 -0.66
H 0.22 -2.55 -0.33
F 0.81 2.40 3.76
C 0.11 1.72 2.81
F -1.15 2.20 2.95
F 0.20 0.42 3.22
H 0.62 2.03 1.86
```

The calculation puts the LUMO energy at 0.31 eV. For the energy above the lowest of the compared OMol25 structures with the same formula, charge and spin, the calculation gives 168.1 kJ/mol. As for the SMILES: C=[Si](C)N.FC(F)F. The HOMO-LUMO gap is 8.42 eV.

=====

(2)
Computed, not measured: C37H43NP2PdSb2 as an isolated structure, with ωB97M-V with the def2-TZVPD basis set.

XYZ file:
```
86
Properties=species:S:1:pos:R:3
Pd 0.29 -0.64 0.42
C -0.06 3.11 -0.31
N 0.81 2.07 -0.90
P 0.00 0.71 -1.63
C 1.08 0.20 -2.97
C 1.70 1.13 -3.79
C 2.41 0.71 -4.90
C 2.50 -0.65 -5.20
C 1.88 -1.58 -4.38
C 1.17 -1.16 -3.26
C -1.44 1.39 -2.46
C -2.57 0.58 -2.52
C -3.67 0.96 -3.28
C -3.65 2.17 -3.97
C -2.52 2.99 -3.90
C -1.42 2.60 -3.16
P 1.81 1.42 0.34
C 2.74 2.84 0.93
C 3.06 3.91 0.08
C 3.85 4.94 0.56
C 4.33 4.90 1.87
C 4.01 3.84 2.70
C 3.21 2.81 2.24
C 3.01 0.33 -0.44
C 4.02 0.75 -1.28
C 4.89 -0.17 -1.85
C 4.74 -1.53 -1.58
C 3.75 -1.97 -0.72
C 2.90 -1.04 -0.13
H -1.02 3.15 -0.81
H 0.41 4.09 -0.39
H -0.24 2.93 0.76
H 1.63 2.19 -3.57
H 2.89 1.44 -5.54
H 3.06 -0.98 -6.06
H 1.95 -2.64 -4.61
H 0.68 -1.89 -2.63
H -2.59 -0.37 -1.99
H -4.54 0.32 -3.34
H -4.50 2.47 -4.56
H -2.51 3.93 -4.43
H -0.55 3.24 -3.12
H 2.69 3.93 -0.94
H 4.10 5.77 -0.08
H 4.94 5.71 2.24
H 4.39 3.81 3.72
H 2.96 1.98 2.89
H 4.14 1.81 -1.50
H 5.68 0.16 -2.50
H 5.42 -2.24 -2.03
H 3.66 -3.02 -0.47
H 2.24 -1.38 0.68
C -2.73 2.11 1.61
Sb -1.75 0.25 1.66
C -3.29 -0.85 0.71
C -1.87 -0.38 3.71
C -2.87 -1.49 3.80
C -4.19 -1.17 4.10
C -5.18 -2.15 4.14
C -4.83 -3.47 3.89
C -3.51 -3.79 3.60
C -2.51 -2.82 3.57
C -1.08 -3.24 3.34
Sb -0.33 -3.05 1.36
C -1.58 -4.45 0.41
C 1.43 -4.18 1.66
H -3.69 1.88 2.06
H -2.86 2.43 0.57
H -2.20 2.87 2.17
H -3.98 -1.24 1.45
H -2.86 -1.67 0.13
H -3.81 -0.17 0.04
H -2.20 0.53 4.22
H -0.87 -0.63 4.06
H -4.46 -0.14 4.30
H -6.20 -1.89 4.39
H -5.58 -4.24 3.92
H -3.24 -4.83 3.44
H -0.97 -4.31 3.54
H -0.37 -2.72 3.99
H -1.33 -5.43 0.82
H -1.42 -4.46 -0.67
H -2.62 -4.21 0.63
H 1.18 -5.04 2.28
H 2.19 -3.58 2.16
H 1.82 -4.53 0.71
```

The calculation puts the LUMO energy at -7.53 eV. For the energy above the lowest of the compared OMol25 structures with the same formula, charge and spin, the calculation gives 294.1 kJ/mol. The total charge is +2. The HOMO-LUMO gap is 5.69 eV.

=====

(3)
Computed, not measured: an isolated molecule of C4H3NO3, with ωB97M-V with the def2-TZVPD basis set.

XYZ file:
```
11
Properties=species:S:1:pos:R:3
O 1.38 1.33 -1.48
C 0.75 0.60 -0.74
C 0.71 -0.91 -0.82
C -0.11 -1.44 0.12
C -0.82 -0.32 0.54
O -1.97 -0.28 1.10
N 0.06 0.77 0.59
O -0.89 1.88 0.63
H 1.40 -1.52 -1.48
H -0.10 -2.60 0.39
H -0.42 2.49 1.16
```

The calculation puts the LUMO energy at -0.98 eV. For the energy above the lowest of the compared OMol25 structures with the same formula, charge and spin, the calculation gives 395.7 kJ/mol. As for the SMILES: O=C1C=CC(=O)N1O. The HOMO-LUMO gap is 9.60 eV.

=====

(4)
Computed, not measured: C13H27KN3O2Ta as an isolated structure, with ωB97M-V with the def2-TZVPD basis set.

XYZ file:
```
47
Properties=species:S:1:pos:R:3
N -0.68 0.08 1.75
C -1.04 0.25 2.93
O -1.36 0.40 4.06
K 0.38 -2.55 -0.96
Ta 0.06 0.73 -0.02
N -1.33 0.09 -1.34
N 1.44 -0.74 -0.13
C -2.79 0.18 -0.97
C 2.42 -1.31 0.90
C -3.13 -1.13 -0.27
C -3.66 0.36 -2.22
C -3.03 1.37 -0.06
C 3.40 -2.23 0.17
C 3.13 -0.14 1.56
C 1.63 -2.12 1.92
H -2.96 -1.99 -0.94
H -4.19 -1.13 0.03
H -2.52 -1.27 0.64
H -3.32 1.22 -2.81
H -4.69 0.55 -1.90
H -3.68 -0.53 -2.86
H -2.50 1.30 0.90
H -4.11 1.40 0.17
H -2.77 2.31 -0.57
H 2.93 -3.16 -0.21
H 4.17 -2.55 0.89
H 3.92 -1.73 -0.65
H 3.71 0.44 0.83
H 3.84 -0.53 2.32
H 2.43 0.53 2.07
H 0.79 -1.55 2.35
H 2.30 -2.39 2.75
H 1.25 -3.08 1.52
C 2.07 -0.07 -1.31
H 1.52 0.87 -1.61
H 3.10 0.24 -1.06
H 2.12 -0.75 -2.19
C -1.05 -0.56 -2.65
H -1.52 0.01 -3.46
H 0.03 -0.56 -2.90
H -1.45 -1.60 -2.69
C 1.00 3.81 1.35
C 0.60 2.62 0.59
O 0.23 2.63 -0.69
H 0.32 3.89 2.21
H 0.99 4.76 0.80
H 2.01 3.64 1.75
```

The calculation puts the LUMO energy at -8.19 eV. The total charge is +2. The HOMO-LUMO gap is 7.47 eV.

=====

Number 1: E_HOMO -8.114 eV, F_max 3.7 eV/A. Number 2: E_HOMO -13.226 eV, F_max 1.2 eV/A. Number 3: E_HOMO -10.571 eV, F_max 9.2 eV/A. Number 4: E_HOMO -15.659 eV, F_max 4.8 eV/A.